97
Properties=species:S:1:pos:R:3 method="wB97M-V/def2-TZVPD" spin_multiplicity=6 charge=+2 homo_energy_ev="-12.378 / -12.378" e_above_lowest_kcal_mol=0.00 homo_lumo_gap_ev="7.50 / 4.20" s_squared=8.804
Ir -1.3923 -0.3991 0.0724
C -2.1795 -0.2464 -6.5218
C -2.0150 0.3463 -5.1607
C -3.0476 1.0871 -4.5501
C -2.9267 1.5391 -3.2649
C -1.7708 1.2743 -2.4936
N -1.7185 1.6092 -1.1629
C -2.2395 2.7967 -0.7547
C -2.1174 3.9320 -1.6047
C -2.7084 5.1326 -1.3271
C -3.4474 5.3015 -0.1490
C -4.1388 6.5898 0.1755
C -3.4940 4.2345 0.7472
C -2.9102 3.0069 0.4902
N -3.0724 2.0013 1.4750
C -4.0606 1.9412 2.4055
C -3.7476 0.9321 3.2774
C -2.5373 0.4140 2.7999
N -2.1410 1.0490 1.7027
C -0.7220 0.5463 -3.1321
C -0.8530 0.1163 -4.4332
N 0.4927 0.2888 -2.4632
C 1.7203 0.2407 -3.0380
C 2.6112 -0.1061 -2.0559
C 1.8289 -0.2546 -0.8965
N 0.5551 -0.0090 -1.1493
H -2.8895 0.3185 -7.1238
H -2.5619 -1.2671 -6.4200
H -1.2261 -0.3061 -7.0454
H -3.9669 1.2693 -5.0930
H -3.7511 2.0424 -2.7811
H -1.5217 3.8222 -2.5015
H -2.6087 5.9546 -2.0263
H -4.3194 7.1830 -0.7188
H -3.5280 7.1887 0.8575
H -5.0886 6.4012 0.6758
H -4.0036 4.3870 1.6895
H -4.9180 2.5918 2.3827
H -4.3119 0.6086 4.1364
H -1.9323 -0.3835 3.2027
H -0.0608 -0.4669 -4.8849
H 1.8786 0.4747 -4.0778
H 3.6763 -0.2413 -2.1544
H 2.1412 -0.5282 0.0967
N -1.7722 -2.7302 0.9344
N -3.0816 -3.0478 1.3151
C -4.1172 -2.3361 0.8102
N -5.3176 -2.8813 0.9239
N -3.8135 -1.1323 0.3055
N -4.8061 -0.3553 -0.2373
O -4.4283 0.6368 -0.8353
O -6.0016 -0.6231 -0.1172
H -1.5653 -3.2006 0.0523
H -1.1580 -3.0420 1.6727
H -3.2684 -4.0275 1.4641
H -5.4376 -3.8491 1.1720
H -6.0973 -2.3523 0.5672
Cl 3.8651 -5.8871 -1.0551
C 4.0097 -4.6913 0.1763
C 3.9341 -3.3472 -0.1532
C 4.0565 -2.4011 0.8513
C 4.2467 -2.7633 2.1795
C 4.3340 -1.7051 3.2614
C 2.9830 -1.5341 3.9719
N 1.9960 -0.8716 3.1307
C 1.8973 0.4859 2.9318
C 0.8538 0.6671 2.0784
N 0.3117 -0.5603 1.7472
C 1.0224 -1.4548 2.4014
O 4.6820 -0.4388 2.7387
C 6.0458 -0.3214 2.3436
C 6.0933 0.7168 1.2654
C 5.8559 2.0749 1.4961
Cl 5.5882 2.7861 2.9939
S 5.8702 3.0209 0.0532
C 6.1951 1.6199 -0.8663
C 6.2832 0.4725 -0.0966
C 4.3164 -4.1218 2.4791
Cl 4.5388 -4.6440 4.1157
C 4.2026 -5.0861 1.4902
H 3.7827 -3.0506 -1.1832
H 4.0168 -1.3465 0.6059
H 5.0557 -2.0120 4.0231
H 3.1168 -0.9420 4.8745
H 2.6129 -2.5183 4.2474
H 2.5745 1.1814 3.3986
H 0.4513 1.5818 1.6766
H 0.8913 -2.5264 2.3718
H 6.4298 -1.2686 1.9593
H 6.6511 -0.0176 3.2021
H 6.3218 1.7041 -1.9375
H 6.5020 -0.5074 -0.5030
H 4.2670 -6.1361 1.7427
O -2.9818 -2.1960 -3.4282
N -2.5014 -2.4358 -2.3332
O -2.9189 -3.3462 -1.5951
O -1.5650 -1.6522 -1.8860

***

92
Properties=species:S:1:pos:R:3 method="wB97M-V/def2-TZVPD" charge=-2 homo_energy_ev=-2.337 e_above_lowest_kcal_mol=0.35 homo_lumo_gap_ev=6.13
K 0.6274 -0.4316 0.0841
N -1.8005 -4.5392 -1.3344
C -0.8970 -3.5552 -1.7332
S 0.7627 -3.8725 -1.5621
N -1.4327 -2.5249 -2.3287
N -0.8686 -1.3509 -2.3732
C -1.0344 -0.5528 -3.3845
C -1.6745 -0.9604 -4.6601
C -1.0784 -0.6430 -5.8851
C -1.6303 -1.0701 -7.0811
C -2.7921 -1.8296 -7.0841
C -3.3946 -2.1525 -5.8770
C -2.8425 -1.7275 -4.6780
C -0.4704 0.7965 -3.2365
C -0.8868 1.8628 -4.0500
C -0.2687 3.0943 -3.9293
C 0.7390 3.2540 -2.9898
C 1.0297 2.1722 -2.1712
N 0.4538 0.9838 -2.2840
H -1.3792 -5.1991 -0.7016
H -2.6920 -4.1837 -1.0152
H -0.1601 -0.0696 -5.8941
H -1.1375 -0.8294 -8.0162
H -3.2115 -2.1843 -8.0185
H -4.2946 -2.7562 -5.8675
H -3.3106 -1.9845 -3.7396
H -1.6867 1.7147 -4.7616
H -0.5725 3.9235 -4.5584
H 1.2767 4.1859 -2.8783
H 1.7788 2.2587 -1.3930
S 3.2064 3.3039 0.8535
C 3.8776 2.0363 -0.0025
N 3.3442 0.8835 -0.3041
C 4.1379 0.0819 -1.0845
C 3.7874 -1.1720 -1.5835
C 4.6973 -1.8818 -2.3483
C 5.9575 -1.3605 -2.6327
C 6.3189 -0.1020 -2.1668
C 5.4075 0.6093 -1.4037
S 5.5656 2.1930 -0.7053
H 2.8010 -1.5732 -1.3830
H 4.4161 -2.8560 -2.7287
H 6.6613 -1.9328 -3.2258
H 7.2911 0.3187 -2.3948
N -2.9425 -3.7374 2.3752
C -3.5128 -2.7377 1.6552
C -2.7873 -1.9813 0.6920
N -3.3804 -1.0742 -0.0520
C -4.6899 -0.8674 0.1347
C -5.3937 -1.5909 1.0713
N -4.8216 -2.5254 1.8282
H -1.9561 -3.6239 2.6288
H -3.5287 -4.0757 3.1215
H -1.7151 -2.1229 0.5269
H -5.1554 -0.1069 -0.4811
H -6.4545 -1.4308 1.2367
Cl -5.0690 0.7694 6.6984
C -3.7751 0.1977 5.6753
C -3.8255 0.4387 4.3140
C -2.7776 -0.0110 3.5248
C -1.7080 -0.7102 4.0695
C -1.6936 -0.9545 5.4359
C -2.7168 -0.4868 6.2482
C -0.6062 -1.2259 3.1308
O -0.2790 -2.4230 3.2845
O -0.1761 -0.4227 2.2793
H -4.6608 0.9685 3.8749
H -2.7762 0.1679 2.4597
H -0.8697 -1.5076 5.8690
H -2.7037 -0.6503 7.3177
C -0.7187 2.8786 1.9153
N -1.2074 2.7541 0.5382
C -0.8997 3.9948 -0.1684
N -1.5302 5.1664 0.4671
C -1.0387 5.2318 1.8484
N -1.3474 4.0208 2.6059
C -2.7935 3.8210 2.5853
N -3.3341 3.7130 1.2231
C -2.6551 2.5864 0.5565
C -2.9732 4.9362 0.5041
H 0.3631 3.0254 1.8917
H -0.9328 1.9617 2.4652
H -1.2597 3.9209 -1.1972
H 0.1822 4.1418 -0.1749
H -1.4982 6.0930 2.3451
H 0.0451 5.3640 1.8264
H -3.2781 4.6687 3.0813
H -3.0221 2.9056 3.1321
H -3.0212 2.5137 -0.4712
H -2.9118 1.6674 1.0792
H -3.4578 5.7862 0.9960
H -3.3443 4.8624 -0.5220

***

78
Properties=species:S:1:pos:R:3 method="wB97M-V/def2-TZVPD" spin_multiplicity=4 charge=+3 homo_energy_ev="-15.717 / -16.340" homo_lumo_gap_ev="6.98 / 3.92" s_squared=3.792
Tc 0.5173 -0.0018 0.7424
Cl 2.8667 -0.0009 0.0845
P -0.0505 -2.0823 -0.0850
P -0.0238 2.0440 -0.1179
C 0.2618 -3.1673 1.3745
C 1.0998 -2.9825 -1.2756
C -1.6561 -2.8684 -0.7189
C -1.7108 2.9174 -0.2324
C 0.7617 3.1409 1.1367
C 0.7341 2.8612 -1.6335
C -0.7097 -3.9840 2.0002
C -0.3827 -4.6417 3.1861
C 0.8768 -4.4948 3.7608
C 1.8483 -3.6882 3.1464
C 1.5320 -3.0464 1.9423
H -1.6924 -4.0950 1.5611
H -1.1376 -5.2830 3.6640
H 1.1309 -5.0050 4.6955
H 2.8325 -3.5579 3.5724
H 2.2828 -2.4092 1.4568
C -2.8559 -2.4887 -0.0751
C -4.0924 -3.0449 -0.4403
C -4.1828 -3.9845 -1.4506
C -3.0127 -4.3741 -2.1172
C -1.7704 -3.8185 -1.7541
H -2.8103 -1.7359 0.7151
H -4.9925 -2.7124 0.0812
H -5.1484 -4.4052 -1.7383
H -3.0752 -5.0967 -2.9269
H -0.8919 -4.1318 -2.3187
C 1.6062 -4.2786 -1.0567
C 2.5533 -4.8466 -1.9272
C 2.9672 -4.1469 -3.0574
C 2.4386 -2.8830 -3.3157
C 1.5188 -2.3006 -2.4363
H 1.3016 -4.8521 -0.1817
H 2.9616 -5.8286 -1.7055
H 3.7055 -4.5855 -3.7365
H 2.7425 -2.3291 -4.2005
H 1.1184 -1.3096 -2.6419
C 2.1463 3.3683 1.0691
C 2.7958 4.0673 2.0916
C 2.0695 4.5053 3.1989
C 0.6956 4.2383 3.2992
C 0.0407 3.5550 2.2689
H 2.7173 3.0171 0.2039
H 3.8594 4.2736 1.9997
H 2.5728 5.0623 3.9973
H 0.1224 4.5704 4.1744
H -1.0240 3.3536 2.3342
C -2.8048 2.2801 0.3922
C -4.0693 2.8846 0.4633
C -4.2920 4.1445 -0.0870
C -3.2356 4.7968 -0.7244
C -1.9717 4.1811 -0.8111
H -2.6606 1.2905 0.8221
H -4.8870 2.3513 0.9573
H -5.2835 4.6098 -0.0253
H -3.3984 5.7816 -1.1603
H -1.1924 4.7152 -1.3529
C 1.1184 4.2218 -1.7198
C 1.7316 4.7541 -2.8659
C 1.9960 3.9256 -3.9617
C 1.6314 2.5801 -3.8962
C 1.0007 2.0556 -2.7575
H 0.9579 4.9019 -0.8756
H 2.0062 5.8093 -2.9004
H 2.4832 4.3324 -4.8554
H 1.8398 1.9199 -4.7439
H 0.7054 1.0094 -2.7292
H -1.9745 0.0502 -1.1778
H -1.4513 -0.0748 -1.6306
C 1.4723 0.2432 3.2732
O 0.3039 0.0269 2.5652
H 2.3272 -0.2351 2.7522
H 1.1754 -0.2399 4.2096
H 1.5841 1.3342 3.3042
H -0.5708 -0.1632 2.9220

***

83
Properties=species:S:1:pos:R:3 method="wB97M-V/def2-TZVPD" charge=-1 homo_energy_ev=-4.963 homo_lumo_gap_ev=6.85
C -2.3140 5.4959 5.0499
S -1.4087 4.2501 6.1006
O -1.4111 4.7148 7.5410
O -2.0290 2.8924 5.9041
In 1.0347 4.3581 5.3661
H -3.2461 5.0603 4.6435
H -1.6252 5.8495 4.2646
H -2.5527 6.3481 5.7185
H 1.2892 3.5132 3.8276
H 2.0864 3.8124 6.7028
H 1.3385 6.1284 5.1167
F 2.9840 2.3008 3.7010
C 3.0993 0.9870 3.4949
C 2.2379 0.1271 4.1534
C 2.3392 -1.2380 3.9243
C 3.3041 -1.7281 3.0514
C 4.1689 -0.8539 2.4035
C 4.0638 0.5144 2.6209
H 1.4955 0.5284 4.8323
H 1.6640 -1.9208 4.4247
H 3.3817 -2.7880 2.8771
H 4.9213 -1.2369 1.7253
H 4.7180 1.2135 2.1156
F 1.9022 -4.2202 2.4177
C 0.9142 -3.9421 1.5446
C 1.0559 -4.3145 0.2202
C 0.0364 -4.0255 -0.6776
C -1.1046 -3.3599 -0.2434
C -1.2301 -2.9878 1.0898
C -0.2175 -3.2848 1.9923
H 1.9562 -4.8233 -0.1006
H 0.1323 -4.3171 -1.7156
H -1.8958 -3.1304 -0.9462
H -2.1158 -2.4645 1.4269
H -0.3005 -3.0083 3.0355
F -1.1891 0.4251 -1.1044
C -1.5993 0.9329 0.0824
C -2.8959 1.3975 0.2093
C -3.3162 1.9110 1.4320
C -2.4324 1.9617 2.5054
C -1.1316 1.4958 2.3589
C -0.7122 0.9732 1.1420
H -3.5668 1.3557 -0.6409
H -4.3276 2.2696 1.5472
H -2.7561 2.3642 3.4590
H -0.4455 1.5404 3.1934
H 0.2960 0.5966 1.0140
F -6.4173 1.8599 2.0722
C -6.6288 0.6423 2.6007
C -6.1630 -0.4783 1.9343
C -6.3799 -1.7342 2.4852
C -7.0660 -1.8573 3.6878
C -7.5310 -0.7242 4.3434
C -7.3075 0.5342 3.8009
H -5.6361 -0.3649 0.9954
H -6.0138 -2.6170 1.9768
H -7.2370 -2.8382 4.1139
H -8.0680 -0.8202 5.2783
H -7.6547 1.4283 4.3024
F 3.9348 -0.6646 -2.2399
C 2.9244 -0.4581 -3.1041
C 3.0699 -0.8573 -4.4211
C 2.0251 -0.6486 -5.3122
C 0.8546 -0.0357 -4.8790
C 0.7250 0.3642 -3.5537
C 1.7638 0.1476 -2.6577
H 3.9924 -1.3258 -4.7409
H 2.1235 -0.9627 -6.3430
H 0.0426 0.1298 -5.5765
H -0.1836 0.8438 -3.2177
H 1.6772 0.4443 -1.6202
F 2.1150 -0.0479 -8.6996
C 3.3282 -0.5097 -9.0470
C 3.4218 -1.5761 -9.9232
C 4.6769 -2.0488 -10.2834
C 5.8200 -1.4579 -9.7567
C 5.7093 -0.3904 -8.8736
C 4.4562 0.0918 -8.5190
H 2.5200 -2.0279 -10.3162
H 4.7638 -2.8778 -10.9738
H 6.7977 -1.8308 -10.0355
H 6.5991 0.0666 -8.4603
H 4.3500 0.9273 -7.8388

***

82
Properties=species:S:1:pos:R:3 method="wB97M-V/def2-TZVPD" charge=+2 homo_energy_ev=-13.156 homo_lumo_gap_ev=6.59
Sn 0.8690 0.5801 -0.1073
N 3.8893 -0.4178 1.8912
P 2.6468 -1.3566 1.1896
C 3.3904 -3.0187 1.1499
C 3.3828 -3.6992 -0.0645
C 3.9245 -4.9706 -0.1549
C 4.4833 -5.5650 0.9654
C 4.4779 -4.8951 2.1809
C 3.9349 -3.6260 2.2796
C 1.5079 -1.4242 2.6198
C 1.2081 -0.2262 3.2676
C 0.2664 -0.1963 4.2789
C -0.3993 -1.3551 4.6398
C -0.1146 -2.5457 3.9907
C 0.8293 -2.5814 2.9789
C 4.2036 0.8533 1.5030
C 5.3304 1.4997 2.0352
C 5.6617 2.7535 1.5813
C 4.8625 3.3483 0.6040
C 3.7444 2.6714 0.1850
N 3.3930 1.4551 0.6229
H 4.5365 -0.8597 2.5341
H 2.9490 -3.2270 -0.9353
H 3.9115 -5.4988 -1.0955
H 4.9224 -6.5487 0.8928
H 4.8946 -5.3679 3.0570
H 3.9218 -3.1143 3.2331
H 1.7577 0.6776 3.0132
H 0.0540 0.7273 4.7945
H -1.1391 -1.3306 5.4251
H -0.6188 -3.4536 4.2876
H 1.0578 -3.5073 2.4697
H 5.9075 1.0017 2.7975
H 6.5318 3.2660 1.9611
H 5.1099 4.3141 0.1966
H 3.0756 3.1000 -0.5494
N 0.3581 3.4305 -0.7171
C -0.8856 3.9797 -1.2328
C -1.0383 5.3461 -1.4271
C -2.2221 5.8500 -1.9388
C -3.2713 4.9928 -2.2289
C -3.1329 3.6333 -2.0202
C -1.9350 3.1148 -1.5385
P -1.6837 1.3307 -1.2500
C -3.4062 0.7506 -1.1042
C -4.1345 0.1894 -2.1472
C -5.4641 -0.1477 -1.9534
C -6.0711 0.0757 -0.7270
C -5.3429 0.6235 0.3202
C -4.0119 0.9541 0.1342
C -1.1553 0.7219 -2.8885
C -1.2074 -0.6568 -3.1004
C -0.7734 -1.2024 -4.2939
C -0.2552 -0.3756 -5.2799
C -0.1671 0.9904 -5.0625
C -0.6106 1.5432 -3.8705
H 1.1052 3.7596 -1.3319
H 0.5484 3.8731 0.1858
H -0.2317 6.0201 -1.1738
H -2.3269 6.9119 -2.1020
H -4.1989 5.3856 -2.6146
H -3.9540 2.9703 -2.2405
H -3.6754 0.0359 -3.1127
H -6.0315 -0.5657 -2.7714
H -7.1149 -0.1637 -0.5927
H -5.8217 0.8105 1.2704
H -3.4349 1.3857 0.9419
H -1.6139 -1.2952 -2.3272
H -0.8364 -2.2675 -4.4580
H 0.0753 -0.8007 -6.2151
H 0.2520 1.6290 -5.8260
H -0.5616 2.6137 -3.7194
N -3.4222 -2.4404 1.3261
C -2.2639 -2.8635 0.5239
C -1.2988 -1.6433 0.5984
O -1.7138 -0.7280 1.3326
O -0.2554 -1.6503 -0.0589
H -3.6429 -3.0530 2.1102
H -4.2674 -2.2739 0.7761
H -2.9824 -1.4556 1.6690
H -2.5243 -3.0610 -0.5144
H -1.7622 -3.7408 0.9320

***

| no. | E (eV) |
| --- | --- |
| 1 | -121827.2744 |
| 2 | -122288.0433 |
| 3 | -74266.6877 |
| 4 | -75360.7345 |
| 5 | -73406.3583 |